# 1
A cluster of 8 separate species, C6H30N2O7 in total in a non-equilibrium geometry. Source: the OMol25 dataset; level of theory: ωB97M-V/def2-TZVPD.

Summary:
energy relative to the best compared isomer or geometry (same formula, charge and spin)	71.79	kcal/mol
SMILES	CCNCCCCN.O.O.O.O.O.O.O
E_HOMO	-0.317	Eh
Kohn-Sham gap	0.324	hartree

ORCA input file:
```
! RIJCOSX wB97M-V def2-TZVPD def2/J DEFGRID3
* xyz 0 1
C 0.489 -1.954 1.355
C 0.297 -2.348 -0.149
C 1.489 -1.927 -0.985
N 2.677 -2.686 -0.655
C 0.417 -0.441 1.612
N -0.793 0.080 1.004
C -0.983 1.554 0.895
C -1.335 1.921 -0.550
H -0.409 -2.361 1.775
H 1.472 -2.363 1.561
H -0.656 -1.974 -0.531
H 0.074 -3.416 -0.151
H 1.264 -2.170 -2.031
H 1.552 -0.840 -1.111
H 3.250 -2.947 -1.432
H 3.146 -2.494 0.214
H 1.352 0.034 1.265
H 0.350 -0.160 2.662
H -0.990 -0.336 0.107
H -0.034 2.023 1.166
H -1.606 1.872 1.737
H -1.149 1.019 -1.129
H -0.613 2.563 -1.066
H -2.292 2.438 -0.596
H -4.488 -0.221 -0.731
H -3.519 1.068 -0.868
O -3.639 0.127 -1.004
H 0.599 1.658 2.945
H 2.079 2.189 3.108
O 1.148 2.398 3.201
H -1.691 -1.424 -3.473
H -2.351 -0.814 -2.149
O -1.707 -0.682 -2.863
H 1.282 0.709 -3.951
H 0.159 -0.104 -3.357
O 0.876 -0.161 -4.006
H 3.591 1.239 -0.165
H 3.516 -0.341 0.304
O 3.265 0.569 0.434
H -3.551 -0.449 1.999
H -3.319 -1.711 1.151
O -3.993 -1.101 1.457
H 2.090 3.632 0.449
H 1.098 4.016 1.661
O 1.588 4.314 0.891
*
```



# 2
A cluster of 11 separate species, C6H30NO11 in total in a non-equilibrium geometry. Source: the OMol25 dataset; level of theory: ωB97M-V/def2-TZVPD.

Summary:
energy relative to the best compared isomer or geometry (same formula, charge and spin)	0.00	kcal/mol
E_HOMO	-0.233	Eh
Kohn-Sham gap	0.343	hartree

ORCA input file:
```
! RIJCOSX wB97M-V def2-TZVPD def2/J DEFGRID3
* xyz -1 1
C -2.510 0.861 -0.179
O -3.396 -0.024 0.484
C -1.101 0.240 -0.256
C -0.030 1.295 -0.531
C 0.200 2.263 0.607
C 0.474 3.579 0.426
C 0.937 1.106 2.539
N 0.055 1.767 1.935
H -2.970 0.997 -1.164
H -2.550 1.817 0.471
H -1.083 -0.513 -1.033
H -0.945 -0.274 0.682
H -0.283 1.819 -1.424
H 0.971 0.780 -0.744
H 0.484 4.032 -0.553
H 0.668 4.275 1.192
H 0.700 0.742 3.540
H 1.973 0.880 2.193
H -0.208 -2.666 -1.079
H -1.198 -2.562 -2.243
O -0.280 -2.633 -2.064
H 2.257 -0.911 -2.354
H 0.804 -1.603 -2.771
O 1.537 -0.939 -3.074
H 3.290 0.439 -1.021
H 2.834 -0.883 -0.333
O 3.291 -0.543 -1.105
H -3.260 -3.126 0.408
H -0.978 -0.896 2.900
O -0.118 -1.376 2.808
H -2.778 -0.026 2.037
H -1.791 0.943 2.758
O -2.317 0.120 2.953
H -3.227 -0.950 0.188
H -1.766 -2.563 0.167
O -2.795 -2.524 -0.197
H 2.457 2.505 -0.522
H 2.518 2.150 -2.016
O 3.014 2.151 -1.168
H 1.063 -2.017 0.559
H 1.464 -1.227 1.819
O 1.879 -1.499 0.971
H 1.335 0.696 -3.316
H 0.291 1.726 -3.803
O 1.115 1.684 -3.401
H -0.224 -3.628 0.619
H -0.281 -1.934 1.968
O -0.403 -2.723 0.508
*
```



# 3
A cluster of 9 separate species, C6H30NO9 in total in a non-equilibrium geometry. Source: the OMol25 dataset; level of theory: ωB97M-V/def2-TZVPD.

Summary:
energy relative to the best compared isomer or geometry (same formula, charge and spin)	8.89	kcal/mol
E_HOMO	-0.446	Eh
Kohn-Sham gap	0.358	hartree

ORCA input file:
```
! RIJCOSX wB97M-V def2-TZVPD def2/J DEFGRID3
* xyz 1 1
C 1.252 -0.209 1.008
O 1.348 -0.571 2.395
C -0.089 0.569 0.829
C -0.097 1.398 -0.451
C -0.159 0.553 -1.700
C -1.058 0.637 -2.677
C -1.060 -0.330 -3.848
N -0.103 1.557 1.951
H 1.333 -1.105 0.406
H 2.073 0.467 0.798
H 0.878 -1.417 2.486
H -0.861 -0.156 1.030
H -0.965 2.054 -0.397
H 0.808 2.001 -0.521
H 0.747 -0.028 -1.862
H -1.980 1.185 -2.570
H -1.848 0.063 -4.488
H -0.120 -0.137 -4.379
H -1.088 -1.411 -3.917
H -1.033 1.930 2.203
H 0.484 2.417 1.878
H 0.426 1.184 2.756
H -3.193 1.034 2.260
H -3.161 2.062 1.078
O -2.937 1.941 2.003
H 0.551 -3.548 2.326
H -0.752 -3.245 3.064
O -0.183 -2.922 2.345
H 4.597 1.752 1.808
H 4.492 2.278 0.411
O 4.041 1.689 1.026
H -3.518 -0.989 0.704
H -4.799 -0.810 1.475
O -3.862 -0.587 1.520
H -1.932 -2.231 -0.392
H -1.721 -1.248 -1.415
O -1.983 -1.261 -0.487
H 2.458 -2.633 -2.617
H 3.279 -1.489 -2.201
O 2.497 -1.984 -1.913
H 0.260 -3.431 -1.476
H 0.499 -2.156 -2.134
O -0.053 -2.950 -2.256
H 2.624 2.656 1.219
H 1.942 4.142 1.151
O 1.965 3.279 1.575
*
```



# 4
A structure of composition C6H32AgO17P in a non-equilibrium geometry. Source: the OMol25 dataset; level of theory: ωB97M-V/def2-TZVPD.

Summary:
E_HOMO (alpha / beta)	-0.235 / -0.234	Eh
⟨S²⟩	0.761
Kohn-Sham gap (alpha / beta)	0.207 / 0.119	hartree

ORCA input file:
```
! RIJCOSX wB97M-V def2-TZVPD def2/J DEFGRID3
* xyz -1 2
Ag 0.043 -2.266 -2.579
P -0.624 -0.693 -0.420
O -1.719 0.457 -0.394
O -1.341 -1.953 -0.976
O 0.101 -0.961 0.934
O 0.375 -0.416 -1.520
O 0.119 1.563 1.413
H -0.325 1.910 0.639
H 0.098 0.614 1.296
O -4.140 -0.571 -0.539
H -3.242 -0.244 -0.588
H -4.202 -1.210 -1.249
O 1.119 1.337 -3.205
H 0.487 2.055 -3.180
H 0.807 0.719 -2.544
O -2.036 -3.984 0.600
H -1.837 -3.210 0.074
H -1.193 -4.423 0.709
O -3.631 -2.868 -2.212
H -3.470 -2.791 -3.153
H -2.764 -2.793 -1.813
O -2.371 0.446 -2.895
H -2.216 0.338 -1.956
H -1.961 -0.321 -3.295
O 0.606 -3.445 0.812
H 0.314 -2.542 0.684
H 0.908 -3.724 -0.053
C -2.559 3.440 -0.127
C -1.591 3.477 -1.346
O -0.479 2.616 -1.050
O -3.317 2.319 0.060
H -3.315 4.216 -0.248
H -2.081 3.756 0.800
H -1.292 4.521 -1.445
H -2.073 3.104 -2.250
H -0.800 1.711 -1.079
H -2.706 1.590 -0.072
C 1.231 -1.670 4.051
C 2.364 -0.734 3.552
O 2.687 -0.889 2.194
O 0.013 -1.323 3.448
H 1.156 -1.561 5.133
H 1.438 -2.697 3.750
H 3.287 -0.878 4.114
H 2.025 0.297 3.650
H 1.937 -0.590 1.675
H 0.099 -1.171 2.504
C 3.019 1.089 -0.487
C 4.476 1.456 -0.047
O 4.859 0.722 1.102
O 2.768 -0.281 -0.627
H 2.857 1.696 -1.378
H 2.283 1.542 0.177
H 4.513 2.539 0.065
H 5.078 1.110 -0.887
H 4.398 -0.108 0.958
H 1.821 -0.326 -0.779
*
```



| no. | energy (eV) |
| --- | --- |
| 1 | -24019.98531 |
| 2 | -30724.01337 |
| 3 | -26620.56459 |
| 4 | -54836.91607 |